{"formula": "C47H82F3N10O7S", "method": "ωB97M-V with the def2-TZVPD basis set", "multiplicity": 1, "lumo_energy_ev": -3.6, "charge": 1, "homo_lumo_gap_ev": 5.4, "e_homo_ev": -9.1, "symbols": ["C", "O", "C", "C", "N", "H", "H", "C", "C", "O", "C", "H", "H", "H", "H", "H", "H", "H", "H", "H", "H", "H", "H", "H", "H", "C", "O", "C", "C", "N", "H", "H", "C", "C", "O", "C", "H", "H", "H", "H", "H", "H", "H", "H", "H", "H", "H", "H", "H", "H", "C", "F", "F", "F", "S", "O", "O", "O", "C", "C", "N", "C", "C", "C", "C", "H", "H", "H", "H", "H", "H", "H", "H", "H", "H", "H", "H", "H", "H", "H", "N", "C", "C", "C", "C", "H", "H", "H", "H", "H", "N", "C", "C", "C", "C", "H", "H", "H", "H", "H", "N", "C", "C", "C", "C", "H", "H", "H", "H", "H", "N", "C", "C", "C", "C", "H", "H", "H", "H", "H", "N", "C", "C", "C", "C", "H", "H", "H", "H", "H", "N", "C", "C", "C", "C", "H", "H", "H", "H", "H", "N", "C", "C", "C", "C", "H", "H", "H", "H", "H"], "coordinates": [[14.8867, 31.9155, 18.2624], [15.5364, 30.8274, 18.8572], [14.8492, 30.1522, 19.8939], [14.9809, 28.6424, 19.5894], [13.6873, 28.0468, 19.0746], [13.0272, 27.9629, 19.8463], [13.2061, 28.6481, 18.4014], [13.7825, 26.6492, 18.4536], [14.4352, 26.7401, 17.0760], [13.9803, 27.7932, 16.2923], [14.5393, 27.7373, 14.9810], [15.6373, 32.5456, 17.7892], [14.3798, 32.5320, 19.0176], [14.1020, 31.6748, 17.5336], [13.8166, 30.4964, 19.9806], [15.3787, 30.2709, 20.8399], [15.2996, 28.1621, 20.5102], [15.7185, 28.4762, 18.8089], [12.7465, 26.3039, 18.4819], [14.3008, 25.9743, 19.1324], [14.0555, 25.8342, 16.5854], [15.5140, 26.7701, 17.2638], [15.5484, 28.1327, 15.0717], [13.9635, 28.2684, 14.2195], [14.4138, 26.7358, 14.5505], [13.6819, 22.5208, 18.6365], [13.6799, 23.1045, 19.9305], [12.5296, 22.9101, 20.7055], [12.9317, 22.8090, 22.1770], [13.9959, 23.8628, 22.4471], [14.7260, 23.7838, 21.7128], [13.6263, 24.8006, 22.3051], [14.7382, 23.8268, 23.7909], [13.8620, 23.7873, 25.0302], [13.0302, 22.6491, 24.9487], [12.2745, 22.4032, 26.1422], [14.6492, 22.6439, 18.1662], [12.7948, 22.8672, 18.0925], [13.4576, 21.4462, 18.7031], [12.0190, 22.0051, 20.3730], [11.9278, 23.8252, 20.6106], [13.3148, 21.8151, 22.4001], [12.1856, 23.0257, 22.9336], [15.2899, 24.7676, 23.7773], [15.4276, 22.9907, 23.7062], [13.2328, 24.6773, 25.1424], [14.5505, 23.6458, 25.8687], [11.4635, 23.1399, 26.1554], [12.8364, 22.5587, 27.0637], [11.8733, 21.4039, 26.0164], [18.7251, 24.1965, 19.8433], [19.5272, 24.9909, 19.1482], [18.7822, 22.9909, 19.2859], [19.1913, 24.0891, 21.0789], [16.9021, 24.7367, 19.8739], [16.3539, 24.4851, 18.5356], [16.2904, 23.8780, 20.8870], [16.9167, 26.1593, 20.1647], [21.3986, 30.1519, 15.6644], [21.2163, 28.6290, 15.6562], [19.8787, 28.3039, 15.2295], [19.2074, 27.2918, 16.0286], [18.5501, 27.8683, 17.2812], [19.6580, 28.2389, 13.7894], [18.1821, 28.0890, 13.4180], [20.6171, 30.6505, 16.2267], [21.6263, 30.5230, 14.6617], [22.3774, 30.3870, 16.1048], [22.0291, 28.1034, 15.1383], [21.3805, 28.3118, 16.6917], [18.4059, 26.7137, 15.5810], [19.9611, 26.5975, 16.4264], [18.3547, 27.0613, 17.9918], [19.1897, 28.6329, 17.7241], [17.5598, 28.2772, 17.0483], [20.2201, 27.4220, 13.3170], [19.9436, 29.1904, 13.3359], [17.5647, 28.8131, 13.9492], [17.8034, 27.0843, 13.6213], [18.0742, 28.1689, 12.3348], [16.6181, 21.2966, 21.7551], [16.9652, 20.7268, 22.9416], [16.8491, 19.3508, 22.8694], [16.4987, 19.1232, 21.5093], [16.4047, 20.3119, 20.8209], [16.5336, 22.2987, 21.6072], [17.3126, 21.3564, 23.7487], [17.0652, 18.6739, 23.6752], [16.3160, 18.1205, 21.1484], [16.1171, 20.5469, 19.8107], [16.7290, 28.0739, 23.1552], [17.1649, 28.2472, 24.4243], [18.5015, 28.5862, 24.3751], [18.8958, 28.5946, 23.0173], [17.7659, 28.3538, 22.2778], [15.7824, 27.8627, 22.9104], [16.5644, 28.1638, 25.3154], [19.0715, 28.9269, 25.2242], [19.8728, 28.9123, 22.6917], [17.5301, 28.3145, 21.2280], [23.2124, 23.1172, 15.6662], [22.7681, 23.7587, 16.7985], [21.4160, 23.9588, 16.7388], [21.0322, 23.5170, 15.4655], [22.1238, 23.0386, 14.8015], [24.1533, 22.7803, 15.6150], [23.4104, 23.6994, 17.6674], [20.7546, 24.3920, 17.4683], [20.0133, 23.4923, 15.1142], [22.1537, 22.6803, 13.7864], [18.6542, 25.1412, 24.3870], [18.3672, 23.7986, 24.2355], [18.2849, 23.2099, 25.4701], [18.6813, 24.1557, 26.4128], [18.8668, 25.3502, 25.7391], [18.8346, 25.8948, 23.7436], [18.3187, 23.3629, 23.2517], [18.1050, 22.1620, 25.6524], [18.7162, 24.0024, 27.4794], [19.2464, 26.2792, 26.1284], [16.1958, 24.1725, 15.7437], [15.3017, 23.6695, 14.8394], [15.9306, 23.4057, 13.6542], [17.3077, 23.7009, 13.8728], [17.4326, 24.1525, 15.1678], [15.9750, 24.5333, 16.6584], [14.2518, 23.5703, 15.0738], [15.3742, 23.0942, 12.7862], [18.1354, 23.6717, 13.1822], [18.2906, 24.6023, 15.6368], [22.3642, 27.3355, 19.5169], [23.5541, 26.6939, 19.7713], [24.5650, 27.6436, 19.8020], [23.9496, 28.8799, 19.4932], [22.6132, 28.6798, 19.3836], [21.4615, 26.8993, 19.5078], [23.5752, 25.6357, 19.9690], [25.6032, 27.3898, 19.9296], [24.3491, 29.8811, 19.4349], [21.8227, 29.3772, 19.1586], [18.7238, 19.0304, 19.1650], [19.2659, 19.5450, 18.0281], [19.5247, 18.5381, 17.1039], [19.2993, 17.3521, 17.8747], [18.8272, 17.6656, 19.1176], [18.4410, 19.4876, 20.0141], [19.3598, 20.6205, 17.9642], [19.9756, 18.7408, 16.1506], [19.5475, 16.3636, 17.5137], [18.4647, 17.0894, 19.9520]], "atomic_forces_ev_per_a": [[-0.7, 1.2, 0.3], [0.0, -0.4, 0.2], [0.9, -0.6, -1.0], [-0.6, 0.7, -0.1], [0.0, -0.8, 0.7], [0.1, 0.2, 0.1], [0.5, 0.1, -0.3], [-0.7, 1.1, 0.2], [-0.6, -1.1, 0.4], [-1.0, 0.9, 0.5], [-0.3, -0.3, -0.5], [0.0, -0.2, -0.1], [0.2, 0.0, 0.0], [0.3, -0.5, -0.1], [-0.1, -0.1, 0.1], [-0.1, 0.5, 0.1], [-0.3, -0.7, -0.3], [0.2, 0.1, 0.1], [0.0, 0.1, -0.6], [0.5, 0.2, -0.1], [1.0, -0.4, 0.0], [0.1, -0.3, -0.5], [0.2, -0.4, -0.6], [-0.1, 0.9, 0.8], [0.9, -0.3, 0.5], [-1.4, -1.0, 0.4], [1.0, 0.1, 0.2], [0.0, 0.6, 0.2], [0.5, 0.3, 0.1], [0.3, -0.7, 0.3], [0.1, -0.1, -0.1], [-0.4, -0.1, 0.1], [-0.5, 0.5, -0.8], [-0.1, -1.0, -0.5], [0.3, -0.2, 0.4], [-0.3, 0.8, -0.8], [-0.1, 0.4, -0.1], [0.5, 0.6, -0.5], [0.4, -0.1, 0.2], [-0.4, 0.1, 0.2], [-0.6, -0.3, -0.3], [0.5, 0.2, 0.1], [-0.6, -0.2, -0.5], [0.4, -0.2, 0.2], [-0.1, -0.1, 0.3], [0.3, 0.2, 0.1], [0.0, 0.5, 0.1], [-0.2, -0.2, 0.2], [0.3, -0.4, -0.1], [0.0, -0.1, 0.4], [-0.6, -0.8, -0.2], [-0.4, 0.6, 0.1], [-0.2, -0.2, -0.1], [0.0, 0.3, 0.4], [-0.4, 0.7, -1.8], [0.7, -0.2, 1.1], [0.5, 0.6, 0.2], [0.1, -0.4, 0.6], [2.0, -0.5, -0.4], [0.1, 0.7, 0.9], [-1.2, -0.4, -0.5], [0.6, -0.1, 1.3], [-0.3, 0.0, 0.0], [-0.5, 0.1, 0.1], [0.1, -0.7, -0.1], [-0.2, 0.2, -0.3], [-1.0, 0.3, -0.1], [-0.2, -0.1, 0.6], [-0.2, 0.1, -0.5], [-0.4, -0.2, 0.0], [0.4, 0.1, -0.9], [0.0, -0.4, -0.4], [0.2, 0.1, 0.2], [-0.2, 0.0, 0.2], [0.2, 0.4, -0.1], [0.2, 0.0, -0.1], [0.5, -0.1, 0.1], [0.0, 0.1, -0.2], [0.0, 0.0, 0.3], [0.0, 0.4, 0.0], [0.5, 0.0, 0.0], [-0.2, 0.0, 0.9], [0.2, 1.7, -0.8], [-0.2, -1.3, 0.0], [-0.7, 0.0, 1.0], [0.4, -0.5, -0.3], [-0.2, -0.1, 0.0], [0.0, -0.2, -0.1], [0.0, 0.2, -0.4], [0.0, -0.1, 0.0], [0.4, 0.4, -0.3], [1.0, 0.3, 1.0], [-0.7, -0.1, 0.4], [-0.2, 0.7, 0.0], [-0.6, -0.6, -0.1], [0.0, -0.1, -0.2], [-0.3, -0.1, -0.2], [0.2, -0.3, 0.0], [-0.1, -0.2, -0.3], [0.5, -0.1, -0.1], [-1.6, 1.1, 0.0], [0.6, -1.2, 1.2], [0.4, 0.3, -0.1], [-0.7, -0.1, -0.5], [0.5, -0.4, 0.1], [0.0, -0.1, -0.6], [0.0, 0.6, -0.1], [0.3, -0.1, 0.1], [0.1, 0.1, -0.3], [0.4, -0.2, 0.1], [0.5, -0.5, 1.9], [-0.3, 0.5, -1.0], [0.4, -0.7, -0.8], [-0.5, 1.3, 0.4], [0.2, -0.5, 0.2], [-0.1, -0.4, -0.5], [-0.2, 0.0, 0.0], [0.0, 0.0, 0.0], [0.2, 0.1, 0.0], [-0.2, 0.1, -0.2], [-0.1, -0.4, -0.4], [-0.7, 0.4, 0.1], [0.1, 0.1, 0.5], [0.1, 0.2, 0.1], [0.0, 0.5, -0.5], [0.3, -0.4, 0.0], [0.0, 0.0, 0.1], [0.4, -0.2, -0.2], [-0.1, -0.2, -0.1], [0.0, -0.2, 0.2], [0.6, 0.1, 0.2], [0.1, 0.5, 0.2], [-0.7, -1.0, -0.5], [0.2, 0.9, 0.4], [-0.8, -0.4, -0.4], [0.0, 0.0, 0.0], [0.1, 0.0, -0.1], [0.1, 0.2, 0.1], [0.4, -0.2, 0.0], [0.0, 0.0, 0.0], [0.9, -0.8, 0.2], [-0.7, 0.9, -0.7], [0.1, 0.9, 2.6], [0.4, -1.0, -1.1], [-0.5, 0.3, -0.4], [0.1, 0.4, -0.2], [0.0, -0.1, -0.3], [0.0, -0.4, -0.2], [-0.3, -0.1, 0.1], [0.2, -0.3, -0.1]], "mulliken_charge": [-0.801, -0.241, -0.899, 1.056, -0.072, 0.492, 0.502, -0.218, 0.282, -0.564, -0.707, 0.270, 0.348, 0.290, 0.550, 0.354, -0.291, -0.555, 0.409, -0.521, 0.555, -0.056, 0.239, 0.328, 0.260, -1.037, 0.391, -0.803, -0.484, 0.646, -0.125, 0.515, 0.300, -0.988, -0.283, -0.816, 0.049, 0.389, 0.472, 0.427, 0.364, 0.348, 0.449, 0.262, -0.147, 0.368, 0.559, 0.330, 0.301, 0.256, 0.064, -0.116, -0.131, -0.169, -0.457, -0.372, -0.911, -0.184, -1.387, -0.235, 0.578, 0.378, -0.544, -0.453, -1.127, 0.255, 0.405, 0.456, 0.399, -0.050, -0.811, 0.157, 0.095, 0.318, -0.030, 0.346, 0.388, 0.226, 0.154, 0.470, 1.571, -0.316, -0.803, -0.676, -1.451, -0.238, 0.156, 0.480, 0.632, 0.793, 0.377, -0.569, -0.697, -0.978, -0.208, 0.185, 0.439, 0.545, 0.542, 0.366, 0.034, -1.084, 0.614, -0.035, -0.982, 0.201, 0.301, 0.167, 0.431, 0.425, 0.208, -0.615, -0.342, -1.103, -0.293, 0.207, 0.665, 0.508, 0.415, 0.438, 1.056, -0.597, -0.995, -0.692, -0.743, 0.009, 0.461, 0.443, 0.536, 0.690, 0.219, -0.275, -0.791, -0.438, -0.643, 0.198, 0.442, 0.394, 0.430, 0.472, 0.197, -0.491, -0.739, -0.535, -0.478, 0.252, 0.659, 0.413, 0.395, 0.375]}